No. 1
Density functional theory data (ωB97M-V with the def2-TZVPD basis set) for a structure of composition ArH22O11 in a non-equilibrium geometry.

Each line ends with the Löwdin charge.
CARTESIAN COORDINATES (ANGSTROEM)
Ar1 -0.39928 0.27929 -0.46387  0.25
O1 -3.45295 -1.12232 0.67590  -0.06
H1 -2.82382 -1.62292 0.15645  0.00
H2 -3.80698 -0.47527 0.06580  0.01
O2 -0.49719 3.79463 0.80800  -0.04
H3 -0.64345 3.84398 -0.13667  0.04
H4 -0.12935 4.64766 1.03878  0.05
O3 1.74333 -1.50708 -2.39339  -0.07
H5 2.21522 -2.21082 -2.83872  0.05
H6 1.62181 -1.82769 -1.49970  -0.03
O4 1.34273 1.89536 1.83795  -0.07
H7 1.79010 2.66634 2.18678  0.07
H8 0.42713 2.16362 1.76075  0.02
O5 1.70840 -2.62023 0.09692  -0.06
H9 0.80757 -2.73822 0.39827  -0.04
H10 2.03390 -1.87374 0.59995  0.00
O6 -0.34988 -0.65521 -3.95556  -0.08
H11 0.31632 -0.68413 -3.26885  -0.05
H12 -0.35157 0.25555 -4.25009  0.02
O7 -3.50673 1.10483 -1.58590  -0.06
H13 -2.70237 1.61690 -1.66960  0.01
H14 -3.81231 0.98917 -2.48562  0.04
O8 -1.70654 -0.51965 3.08470  -0.06
H15 -2.10858 -0.41690 2.22212  -0.02
H16 -1.80016 -1.45125 3.28368  0.02
O9 -0.86315 -2.99052 0.68147  -0.03
H17 -0.77289 -3.70708 0.05327  0.07
H18 -0.35793 -3.27424 1.44337  0.06
O10 2.58093 -0.49420 1.70863  -0.05
H19 2.23783 0.39298 1.60179  -0.02
H20 2.46602 -0.68549 2.63945  0.05
O11 3.29894 2.34157 -0.48532  -0.05
H21 2.51588 2.38797 0.06321  -0.02
H22 2.97902 2.49710 -1.37396  0.03

Calculated values
highest occupied orbital energy = -10.78 eV
Kohn-Sham gap = 10.6 eV
energy above the lowest of the compared OMol25 structures with the same formula, charge and spin = 76.7 kJ/mol
LUMO level = -0.0062 Ha

***

No. 2
Density functional theory data (ωB97M-V with the def2-TZVPD basis set) for a structure of composition ArH24O12 in a non-equilibrium geometry.

Each line ends with the Löwdin charge.
CARTESIAN COORDINATES (ANGSTROEM)
Ar1 -8.11562 -12.51860 5.47411  0.24
O1 -5.21196 -11.15412 3.90364  -0.08
H1 -5.25966 -10.32944 4.38724  0.02
H2 -5.01900 -11.81277 4.57085  -0.05
O2 -9.07299 -15.91332 8.12186  -0.05
H3 -8.21580 -15.53422 7.92762  -0.02
H4 -9.12893 -16.68297 7.55551  0.02
O3 -5.71910 -15.38213 5.11722  -0.04
H5 -5.24464 -15.60602 4.31659  0.08
H6 -6.63163 -15.59637 4.92328  0.01
O4 -7.01944 -12.82671 9.13524  -0.05
H7 -6.64812 -13.48920 8.55261  -0.02
H8 -6.35805 -12.70892 9.81709  0.05
O5 -8.79521 -14.57446 1.97591  -0.06
H9 -9.26201 -13.74870 2.10413  0.03
H10 -8.68868 -14.92946 2.85844  -0.03
O6 -6.28230 -15.12379 7.88383  -0.04
H11 -5.90883 -15.61438 8.61600  0.08
H12 -5.87453 -15.50536 7.10642  0.03
O7 -8.52642 -15.71947 4.52814  -0.06
H13 -8.75418 -16.56272 4.91968  0.07
H14 -9.19589 -15.11632 4.85102  -0.01
O8 -10.73427 -14.19524 5.51152  -0.08
H15 -10.73222 -13.56031 6.22782  -0.01
H16 -11.18138 -13.74622 4.79409  0.06
O9 -4.70137 -12.79872 5.91611  -0.05
H17 -4.05419 -12.95722 6.60332  0.06
H18 -5.05920 -13.66440 5.71915  -0.01
O10 -10.78845 -12.46331 7.97203  -0.05
H19 -10.33090 -12.64367 8.79322  0.05
H20 -11.66757 -12.81817 8.10418  0.05
O11 -9.39051 -9.07339 5.45171  -0.06
H21 -8.49355 -9.38609 5.56966  0.00
H22 -9.89184 -9.51924 6.13444  0.02
O12 -6.72411 -10.15264 8.05329  -0.06
H23 -6.93995 -10.96171 8.51703  -0.03
H24 -5.87644 -10.32884 7.64506  0.02

Calculated values
highest occupied orbital energy = -10.48 eV
Kohn-Sham gap = 10.2 eV
energy above the lowest of the compared OMol25 structures with the same formula, charge and spin = 85.7 kJ/mol
LUMO level = -0.0099 Ha

***

No. 3
Density functional theory data (ωB97M-V with the def2-TZVPD basis set) for a structure of composition AsF6H16O8 in a non-equilibrium geometry.

Each line ends with the Löwdin charge.
CARTESIAN COORDINATES (ANGSTROEM)
As1 0.31676 -0.37465 0.52041  1.02
F1 1.03072 1.05158 -0.29572  -0.26
F2 -1.29119 -0.25004 -0.36018  -0.27
F3 -0.26857 -1.78161 1.58115  -0.29
F4 1.92013 -0.59592 1.34244  -0.28
F5 -0.16753 0.71465 1.85111  -0.26
F6 0.70512 -1.60236 -0.70307  -0.26
O1 -0.49638 2.69555 3.93700  -0.06
H1 -0.76210 2.17561 3.17853  -0.01
H2 0.46041 2.67397 3.91946  0.03
O2 -0.51137 3.87916 -0.84260  -0.04
H3 -0.45981 4.48180 -0.10072  0.04
H4 0.24651 3.30397 -0.73768  0.01
O3 -1.88094 -3.22236 -1.94731  -0.05
H5 -1.78280 -2.44489 -1.39764  -0.01
H6 -1.63191 -2.92949 -2.82392  0.03
O4 1.80631 -3.08633 -2.48037  -0.07
H7 1.33689 -2.39991 -2.00635  -0.03
H8 2.20468 -3.62219 -1.79452  0.03
O5 4.19321 1.10349 0.64325  -0.06
H9 3.96142 1.18915 -0.28150  0.02
H10 3.57423 0.45940 0.98714  -0.01
O6 0.22877 1.02590 -2.90853  -0.05
H11 -0.45913 0.36147 -2.86919  0.02
H12 0.61264 1.02613 -2.03167  -0.03
O7 -2.52767 2.13057 0.45061  -0.07
H13 -2.33534 1.24725 0.13598  -0.02
H14 -1.67123 2.55238 0.52000  -0.02
O8 -2.21912 -3.60167 1.65091  -0.07
H15 -2.78831 -2.85516 1.46391  0.02
H16 -1.34441 -3.30552 1.39909  -0.01

Calculated values
highest occupied orbital energy = -8.26 eV
Kohn-Sham gap = 10.0 eV
net charge = -1
energy above the lowest of the compared OMol25 structures with the same formula, charge and spin = 90.0 kJ/mol
LUMO level = 0.0655 Ha

***

No. 4
Density functional theory data (ωB97M-V with the def2-TZVPD basis set) for a structure of composition AsF6H24O12.

Each line ends with the Löwdin charge.
CARTESIAN COORDINATES (ANGSTROEM)
As1 0.16541 0.19168 -0.23712  0.82
F1 -1.47807 -0.42324 -0.24859  -0.24
F2 -0.01397 0.20701 -1.97334  -0.23
F3 1.78462 0.85791 -0.36614  -0.23
F4 0.11298 0.15047 1.51470  -0.23
F5 0.88156 -1.41727 -0.23561  -0.24
F6 -0.45060 1.80380 -0.14748  -0.23
O1 0.48032 -0.00214 -5.04420  -0.07
H1 1.01479 -0.22810 -4.26585  0.00
H2 0.10739 -0.84067 -5.33140  0.02
O2 1.90670 0.72511 3.93333  -0.07
H3 1.94417 -0.15043 3.51092  0.00
H4 2.17505 1.34105 3.23623  0.02
O3 2.30136 -4.13534 -0.45589  -0.05
H5 3.15794 -4.55783 -0.57994  0.04
H6 2.49411 -3.32748 0.02961  0.00
O4 1.94931 -1.76883 -2.95226  -0.06
H7 1.43830 -2.35142 -3.52408  0.04
H8 1.57574 -1.90616 -2.07082  0.00
O5 -2.19108 -1.26571 -3.15068  -0.07
H9 -2.62591 -0.70759 -3.80275  0.04
H10 -1.75820 -0.63536 -2.54648  0.00
O6 2.68053 2.77441 1.33407  -0.07
H11 2.02338 3.30543 1.79776  0.04
H12 2.16251 2.21008 0.72718  -0.01
O7 -4.03083 -1.46295 -0.61979  -0.07
H13 -4.24297 -1.89767 -1.45080  0.02
H14 -3.06196 -1.44104 -0.60985  -0.01
O8 -3.12585 2.92906 -0.47964  -0.08
H15 -2.69884 3.72085 -0.84416  -0.01
H16 -2.40289 2.29237 -0.40630  -0.01
O9 -1.20558 4.90796 -1.37143  -0.05
H17 -0.65085 4.39026 -0.77105  0.04
H18 -1.28307 5.77272 -0.95267  0.05
O10 -1.55455 -1.79640 2.76460  -0.07
H19 -1.53298 -2.55009 2.16752  0.03
H20 -1.34562 -1.03091 2.20137  0.00
O11 -0.84439 1.05691 4.86517  -0.08
H21 -1.02127 0.13212 4.65606  0.02
H22 -0.06172 1.27404 4.33101  0.00
O12 2.13995 -1.88550 2.68788  -0.04
H23 2.14148 -1.91594 1.72321  0.02
H24 2.94360 -2.34518 2.95770  0.06

Calculated values
highest occupied orbital energy = -7.93 eV
Kohn-Sham gap = 10.1 eV
net charge = -1
energy above the lowest of the compared OMol25 structures with the same formula, charge and spin = 64.6 kJ/mol
LUMO level = 0.0812 Ha

***

No. 5
Density functional theory data (ωB97M-V with the def2-TZVPD basis set) for a structure of composition AsF6H24O12 in a non-equilibrium geometry.

Each line ends with the Löwdin charge.
CARTESIAN COORDINATES (ANGSTROEM)
As1 -0.03887 -0.17439 0.45926  0.87
F1 0.30323 -1.89550 0.64755  -0.29
F2 -0.94187 -0.29967 2.00431  -0.30
F3 -0.43482 1.50310 0.22510  -0.28
F4 0.88562 -0.15654 -1.14363  -0.33
F5 -1.52767 -0.61226 -0.51360  -0.32
F6 1.39168 0.44165 1.27136  -0.28
O1 -1.71232 -5.16766 0.50146  -0.06
H1 -1.26037 -4.32395 0.49009  0.02
H2 -1.02004 -5.81272 0.35700  0.02
O2 1.74499 -2.08069 4.78604  -0.05
H3 0.95754 -1.96195 4.25496  0.03
H4 1.48802 -2.71154 5.45853  0.03
O3 3.91091 -3.99672 1.97380  -0.05
H5 3.90981 -3.21152 1.42637  0.01
H6 3.19705 -3.85656 2.59589  0.02
O4 -2.79109 4.09883 3.04941  -0.06
H7 -1.96064 4.33034 2.63349  0.01
H8 -3.18649 3.45978 2.45654  0.00
O5 3.89223 1.48884 -3.12057  -0.05
H9 4.11086 2.37608 -3.40560  0.02
H10 2.99722 1.55727 -2.78816  0.03
O6 -4.80993 2.20297 0.82736  -0.04
H11 -5.53149 2.63301 1.28633  0.03
H12 -4.91851 1.27321 1.02730  0.04
O7 1.62172 -5.43136 -0.69297  -0.05
H13 2.49237 -5.43548 -1.09069  0.03
H14 1.55923 -4.57945 -0.26101  0.02
O8 4.35193 -1.76697 -0.74682  -0.05
H15 4.99923 -1.40792 -1.35372  0.03
H16 3.54797 -1.28499 -0.94065  0.02
O9 0.87203 4.29797 2.56602  -0.05
H17 1.21130 3.44377 2.29870  0.03
H18 1.16125 4.89714 1.87785  0.03
O10 -4.84616 -0.05576 -2.61581  -0.06
H19 -3.89655 0.00619 -2.51265  0.02
H20 -5.17279 -0.22762 -1.73263  0.02
O11 -0.06257 1.89219 -5.00155  -0.05
H21 -0.74989 1.94932 -4.33781  0.02
H22 0.39483 2.73121 -4.94621  0.02
O12 -1.86530 4.10305 -2.73690  -0.05
H23 -2.76869 4.25290 -2.45824  0.03
H24 -1.50499 3.51232 -2.07550  0.03

Calculated values
highest occupied orbital energy = -8.89 eV
Kohn-Sham gap = 11.1 eV
net charge = -1
energy above the lowest of the compared OMol25 structures with the same formula, charge and spin = 177.6 kJ/mol
LUMO level = 0.0820 Ha

***

No. 6
Density functional theory data (ωB97M-V with the def2-TZVPD basis set) for a structure of composition B2BeH8 in a non-equilibrium geometry.

Each line ends with the Löwdin charge.
CARTESIAN COORDINATES (ANGSTROEM)
Be1 8.61982 0.21192 8.92502  0.49
B1 8.25668 1.37248 7.46603  -0.25
H1 8.04241 2.01321 6.62472  0.01
H2 9.25967 1.56204 7.81577  0.00
H3 7.49916 1.54774 8.21415  0.00
H4 8.23364 0.32399 7.21223  -0.01
B2 8.36679 -0.79125 10.51522  -0.24
H5 8.26498 -1.40578 11.39626  0.01
H6 9.25132 -0.17658 10.57875  -0.01
H7 8.43806 -1.32829 9.58208  -0.01
H8 7.57750 -0.06241 10.41491  0.00

Calculated values
highest occupied orbital energy = -12.25 eV
Kohn-Sham gap = 12.4 eV
LUMO level = 0.0041 Ha

***

No. 7
Density functional theory data (ωB97M-V with the def2-TZVPD basis set) for a structure of composition B2Cd3H22O15P2 in a non-equilibrium geometry.

Each line ends with the Löwdin charge.
CARTESIAN COORDINATES (ANGSTROEM)
Cd1 -1.92398 0.94698 0.47258  1.33
Cd2 0.20489 -0.51707 2.36639  1.34
Cd3 -0.16405 -0.38206 -2.60653  1.38
P1 0.40730 -0.35378 -0.16864  0.05
O1 0.11486 0.77668 0.83437  -0.54
O2 0.56248 -1.53814 0.79482  -0.46
O3 1.40751 -0.18821 -1.35036  -0.46
O4 -0.98043 -0.27812 -0.81103  -0.54
P2 -1.82865 0.75750 3.11685  -0.17
O5 -1.84821 -0.30876 1.98967  -0.59
O6 -2.97793 0.94637 4.04632  -0.39
O7 -2.09903 1.94421 2.18575  -0.50
O8 -0.40685 0.76970 3.66789  -0.48
B1 -3.97775 0.54395 -0.18549  -0.50
H1 -4.89479 0.32418 -0.70988  -0.06
H2 -4.03220 1.32731 0.55453  -0.07
H3 -3.55698 -0.30301 0.33398  -0.08
H4 -3.32403 0.77928 -1.01102  -0.10
B2 -0.75995 1.79008 -3.28869  -0.44
H5 -1.12556 1.45470 -4.24687  -0.08
H6 -0.83199 2.86605 -3.25203  -0.03
H7 -1.36385 1.30253 -2.53913  -0.10
H8 0.27737 1.52963 -3.14596  -0.10
O9 2.50580 -3.00485 0.48597  -0.10
H9 1.70184 -2.53821 0.71426  -0.09
H10 3.09935 -2.32183 0.17385  -0.04
O10 -1.38296 -3.68483 0.96201  -0.05
H11 -1.15149 -4.41061 0.38243  0.01
H12 -0.59174 -3.14759 1.00162  -0.02
O11 2.28144 -0.28082 2.82894  -0.09
H13 2.83990 0.30374 2.31644  0.06
H14 2.84715 -0.59642 3.53363  0.06
O12 3.91619 -1.02496 -0.81040  -0.06
H15 4.46392 -0.30742 -0.49202  0.05
H16 3.10261 -0.60212 -1.08522  -0.02
O13 1.02122 3.25554 1.41876  -0.10
H17 1.42551 3.25541 0.55113  -0.05
H18 0.47183 2.47176 1.42764  -0.04
O14 2.11448 2.58862 -0.89858  -0.05
H19 1.84396 1.67050 -0.90771  -0.01
H20 1.73990 2.95715 -1.69865  0.05
O15 0.11869 -2.57644 -2.35999  -0.07
H21 0.13467 -3.30286 -2.98311  0.07
H22 0.61952 -2.89378 -1.60853  0.05

Calculated values
highest occupied orbital energy = -0.64 eV
Kohn-Sham gap = 3.9 eV
net charge = -2
LUMO level = 0.1185 Ha

***

No. 8
Density functional theory data (ωB97M-V with the def2-TZVPD basis set) for a structure of composition B2F8Tl in a non-equilibrium geometry.

Each line ends with the Löwdin charge.
CARTESIAN COORDINATES (ANGSTROEM)
Tl1 0.34960 -0.63264 1.25467  1.79
B1 0.35807 -2.48978 -1.79063  -1.29
F1 -0.18452 -2.82301 -0.60414  0.23
F2 -0.33889 -3.00330 -2.87295  0.48
F3 0.26379 -1.15880 -1.79749  0.27
F4 1.72324 -2.77565 -1.88561  0.42
B2 -0.44240 2.59460 1.53482  -1.19
F5 -1.00511 1.96947 0.39999  0.26
F6 -0.56256 3.97827 1.47398  0.53
F7 -1.07441 2.07707 2.64067  0.30
F8 0.91317 2.26380 1.64670  0.23

Calculated values
spin multiplicity = 2
highest occupied orbital energy (spin up / spin down) = -22.62 / -22.72 eV
Kohn-Sham gap (spin up / spin down) = 7.0 / 5.0 eV
net charge = +2
energy above the lowest of the compared OMol25 structures with the same formula, charge and spin = 41.9 kJ/mol
LUMO level (spin up / spin down) = -0.5730 / -0.6521 Ha
⟨S²⟩ = 1.7681